(1)
A gas-phase ion, C3H13N4 (charge +1) in a non-equilibrium geometry, computed with ωB97M-V/def2-TZVPD.

The value obtained for the frontier orbital gap is 10.293 eV. The charge is +1. As for the structure (SMILES): C[C@H]([NH3+])N(C)NN. The energy comes out at -9272.704 eV. As for the HOMO energy: -0.4924 Ha.

Each line ends with the Mulliken charge.
Geometry (Å):
C (2.100, 0.262, 0.273)  -1.361
C (0.755, -0.328, 0.629)  -0.053
N (0.665, -1.728, -0.334)  -0.459
N (-0.247, 0.501, 0.539)  0.203
C (-0.337, 1.567, -0.471)  -1.069
N (-1.711, -0.088, 0.877)  -0.348
N (-2.365, -0.216, -0.323)  -0.443
H (1.903, 0.545, -0.751)  0.488
H (2.968, -0.374, 0.603)  0.377
H (2.384, 1.207, 0.814)  0.304
H (0.857, -0.846, 1.597)  0.386
H (-0.292, -2.143, -0.475)  0.313
H (0.970, -1.477, -1.294)  0.370
H (1.354, -2.431, -0.073)  0.362
H (-0.264, 1.292, -1.552)  0.311
H (-1.192, 2.100, -0.194)  0.431
H (0.487, 2.252, -0.472)  0.423
H (-2.184, 0.570, 1.580)  0.273
H (-2.804, -1.215, -0.391)  0.263
H (-3.046, 0.549, -0.582)  0.230

---

(2)
C5H10O in the gas phase, computed with ωB97M-V/def2-TZVPD.

The value obtained for the frontier orbital gap is 8.915 eV. The charge is 0. As for the structure (SMILES): CC/C=C(\C)O. The energy comes out at -7392.528 eV. As for the HOMO energy: -0.2960 Ha.

Each line ends with the Mulliken charge.
Geometry (Å):
C (1.417, -0.558, 1.165)  -1.170
C (1.157, -0.619, -0.333)  -0.265
C (-0.215, -0.885, -0.938)  -0.652
C (-1.032, 0.149, -0.757)  0.620
C (-1.399, 0.736, 0.571)  -1.251
O (-1.581, 0.801, -1.838)  -0.539
H (2.499, -0.588, 1.317)  0.363
H (1.056, 0.367, 1.632)  0.278
H (0.956, -1.406, 1.676)  0.297
H (1.466, 0.357, -0.755)  0.264
H (1.803, -1.350, -0.808)  0.342
H (-0.220, -1.349, -1.925)  0.265
H (-2.488, 0.843, 0.525)  0.366
H (-0.966, 1.724, 0.773)  0.376
H (-1.166, 0.063, 1.398)  0.355
H (-1.285, 1.714, -1.703)  0.351

---

(3)
2 unconnected molecules or ions with the total composition C6H14N2O in a non-equilibrium geometry, computed with ωB97M-V/def2-TZVPD.

The value obtained for the frontier orbital gap is 9.888 eV. The charge is 0. As for the structure (SMILES): C=C(C)[C@H](N)O.[H]/N=C\C. The energy comes out at -11474.681 eV. As for the HOMO energy: -0.3293 Ha.

Each line ends with the Mulliken charge.
Geometry (Å):
C (-0.767, -0.331, 1.939)  -1.106
C (0.336, -0.426, 1.204)  0.800
C (1.676, 0.039, 1.689)  -1.187
C (0.417, -1.683, 0.069)  -0.528
N (1.537, -1.474, -0.761)  -0.311
O (-0.793, -1.762, -0.602)  -0.606
H (-1.706, -0.735, 1.589)  0.336
H (-0.804, 0.249, 2.850)  0.310
H (2.296, -0.812, 1.975)  0.315
H (2.209, 0.552, 0.888)  0.277
H (1.574, 0.702, 2.546)  0.394
H (0.527, -2.595, 0.661)  0.448
H (1.431, -0.679, -1.393)  0.232
H (2.046, -2.308, -1.017)  0.191
H (-0.954, -0.882, -1.015)  0.437
H (-0.333, 1.205, -3.106)  0.226
N (0.165, 0.984, -2.238)  -0.557
C (-0.488, 1.227, -1.186)  0.282
C (-1.844, 1.834, -1.034)  -1.080
H (0.035, 0.922, -0.147)  0.178
H (-1.804, 2.922, -1.183)  0.354
H (-2.567, 1.395, -1.716)  0.338
H (-2.191, 1.657, -0.012)  0.258

---

(4)
2 unconnected molecules or ions with the total composition C5H9NO2 in a non-equilibrium geometry, computed with ωB97M-V/def2-TZVPD.

The value obtained for the frontier orbital gap is 9.908 eV. The charge is 0. The energy comes out at -10906.801 eV. As for the HOMO energy: -0.3430 Ha.

Each line ends with the Mulliken charge.
Geometry (Å):
C (-0.112, 0.477, 0.226)  -0.063
C (-1.096, -0.693, 0.793)  -0.766
C (-0.094, -1.811, 0.059)  -0.360
C (-0.106, 0.151, -1.178)  -0.160
C (-0.108, 1.674, -0.608)  -0.106
H (1.222, 0.734, 1.538)  0.291
H (1.899, 0.134, -0.338)  0.388
H (-1.099, -0.976, 1.844)  0.319
H (-2.148, -0.643, 0.504)  0.298
H (-0.875, -2.433, -0.316)  0.371
H (0.758, -2.645, 0.557)  0.248
H (-1.165, 0.013, -1.685)  0.253
H (-0.937, 2.239, -0.839)  0.449
H (1.404, 2.375, 0.146)  0.316
N (1.156, -0.064, 0.816)  -0.528
O (0.616, -1.232, -1.224)  -0.417
O (0.684, 2.701, -0.294)  -0.532

---

(5)
A molecular structure, C18H48O20S6V in a non-equilibrium geometry, computed with ωB97M-V/def2-TZVPD.

The value obtained for the frontier orbital gap is 9.594 eV. The charge is +1. The energy comes out at -151085.800 eV. As for the HOMO energy: -0.4629 Ha.

Each line ends with the Mulliken charge.
Geometry (Å):
O (1.075, -0.814, -1.385)  0.029
V (0.452, -1.648, -0.191)  1.141
O (0.917, -3.217, -0.356)  -0.369
O (3.072, -1.613, 0.433)  -0.581
S (3.837, -0.397, 0.354)  1.106
O (4.665, -0.134, -0.788)  -0.647
O (2.736, 0.793, 0.544)  -0.036
C (3.190, 2.161, 0.490)  0.131
C (2.094, 3.013, 1.096)  -1.107
C (4.722, -0.208, 1.926)  -0.943
H (3.281, 2.396, -0.577)  -0.222
H (4.165, 2.295, 0.953)  0.574
H (1.162, 2.831, 0.559)  -0.207
H (2.359, 4.067, 1.005)  0.567
H (1.986, 2.797, 2.160)  0.367
H (5.338, 0.682, 1.834)  0.413
H (5.398, -1.051, 2.045)  0.449
H (3.967, -0.133, 2.701)  0.169
O (-3.289, -1.373, 2.178)  -0.703
S (-2.628, -2.499, 1.572)  1.210
O (-1.502, -2.305, 0.694)  -0.262
O (-2.185, -3.522, 2.753)  -0.333
C (-0.912, -4.153, 2.661)  0.649
C (-0.712, -4.942, 3.975)  -1.369
C (-3.857, -3.572, 0.724)  -1.053
H (-0.108, -3.422, 2.691)  -0.353
H (-0.847, -4.887, 1.857)  0.419
H (-1.079, -4.251, 4.739)  0.189
H (0.344, -5.124, 4.171)  0.375
H (-1.225, -5.894, 4.095)  0.372
H (-3.177, -4.288, 0.264)  0.342
H (-4.378, -3.043, -0.070)  0.319
H (-4.520, -3.921, 1.506)  0.453
O (2.777, -0.601, -3.923)  -0.541
S (3.132, 0.650, -4.537)  1.129
O (3.478, 0.658, -5.932)  -0.652
O (1.937, 1.740, -4.286)  -0.468
C (1.502, 2.015, -2.955)  1.392
C (1.646, 3.500, -2.644)  -1.196
C (4.459, 1.457, -3.614)  -0.583
H (2.058, 1.462, -2.196)  -0.242
H (0.435, 1.791, -2.913)  -0.274
H (2.701, 3.769, -2.627)  0.298
H (1.163, 3.706, -1.683)  0.010
H (1.069, 4.134, -3.318)  0.419
H (5.344, 0.906, -3.914)  0.464
H (4.229, 1.335, -2.559)  0.006
H (4.386, 2.510, -3.865)  0.276
O (-1.884, 1.763, -2.116)  -0.730
S (-1.827, 1.415, -0.722)  0.761
O (-0.963, 0.370, -0.234)  0.216
O (-1.369, 2.740, 0.119)  0.001
C (-1.934, 3.986, -0.356)  -0.307
C (-2.263, 4.836, 0.851)  -1.299
C (-3.488, 1.168, -0.003)  -0.744
H (-2.801, 3.790, -0.990)  0.532
H (-1.252, 4.477, -1.053)  0.271
H (-3.134, 4.381, 1.334)  0.314
H (-2.478, 5.872, 0.602)  0.439
H (-1.517, 4.807, 1.646)  0.246
H (-4.092, 2.057, -0.154)  0.424
H (-3.275, 0.985, 1.044)  0.112
H (-3.877, 0.301, -0.532)  0.282
O (-1.195, -2.286, -1.967)  -0.582
S (-2.377, -1.978, -2.761)  0.955
O (-3.555, -1.544, -2.067)  -0.718
O (-2.074, -0.790, -3.810)  -0.346
C (-0.712, -0.683, -4.275)  0.805
C (-0.702, 0.152, -5.540)  -1.450
C (-2.663, -3.337, -3.911)  -1.013
H (-0.349, -1.694, -4.485)  0.522
H (-0.007, -0.248, -3.568)  -0.678
H (-1.395, -0.157, -6.318)  0.418
H (0.301, 0.225, -5.960)  0.341
H (-0.877, 1.190, -5.239)  0.257
H (-1.789, -3.256, -4.553)  0.348
H (-3.587, -3.127, -4.438)  0.393
H (-2.654, -4.245, -3.316)  0.375
O (1.785, 0.214, 3.739)  -0.744
S (0.559, -0.143, 3.077)  0.853
O (0.545, -0.912, 1.866)  -0.759
O (-0.311, -1.034, 4.076)  0.157
C (-0.311, -0.690, 5.466)  -0.249
C (-0.985, -1.780, 6.279)  -1.325
C (-0.498, 1.289, 2.939)  -0.188
H (-0.808, 0.265, 5.652)  0.292
H (0.700, -0.585, 5.862)  0.306
H (-1.953, -2.041, 5.847)  0.320
H (-1.184, -1.433, 7.291)  0.466
H (-0.367, -2.675, 6.321)  0.284
H (-0.096, 1.860, 2.101)  -0.573
H (-0.409, 1.805, 3.890)  0.663
H (-1.531, 1.035, 2.718)  0.223

---

(6)
C24H29N7O4 in the gas phase in a non-equilibrium geometry, computed with ωB97M-V/def2-TZVPD.

The value obtained for the frontier orbital gap is 9.109 eV. The charge is 0. As for the structure (SMILES): COc1ccc(-c2nnn(CC(=O)N(CCO)[C@@H](C(=O)NC3CCCC3)c3ccncc3)n2)cc1. The energy comes out at -43979.247 eV. As for the HOMO energy: -0.3149 Ha.

Each line ends with the Mulliken charge.
Geometry (Å):
C (6.992, -0.785, -6.743)  -0.829
O (6.086, 0.283, -6.603)  -0.454
C (5.332, 0.360, -5.479)  0.975
C (4.452, 1.446, -5.411)  -0.524
C (3.640, 1.621, -4.316)  -0.535
C (3.686, 0.711, -3.258)  0.160
C (2.832, 0.896, -2.110)  0.451
N (1.946, 1.908, -1.976)  -0.621
N (1.368, 1.751, -0.843)  -0.412
N (1.877, 0.678, -0.290)  1.265
C (1.471, 0.165, 0.983)  -1.322
C (-0.053, 0.217, 1.152)  0.965
O (-0.517, 0.825, 2.103)  -0.679
N (-0.813, -0.394, 0.227)  0.496
C (-0.330, -1.293, -0.806)  -0.399
C (-0.783, -2.760, -0.598)  -0.769
O (-2.062, -3.028, -1.083)  -0.641
C (-2.267, -0.217, 0.273)  0.198
C (-2.883, -1.095, 1.389)  -0.072
O (-3.431, -2.154, 1.115)  -0.898
N (-2.758, -0.605, 2.617)  -0.004
C (-3.223, -1.280, 3.810)  -0.174
C (-2.033, -1.685, 4.692)  -0.885
C (-1.808, -0.461, 5.573)  -0.478
C (-3.231, -0.047, 5.943)  -0.657
C (-4.054, -0.309, 4.673)  -0.822
C (-2.692, 1.232, 0.361)  0.373
C (-1.900, 2.267, -0.121)  -0.755
C (-2.384, 3.564, -0.036)  -0.533
N (-3.566, 3.876, 0.464)  -0.658
C (-4.329, 2.888, 0.896)  -0.634
C (-3.947, 1.557, 0.867)  -0.308
N (2.793, 0.101, -1.041)  -1.049
C (4.561, -0.369, -3.324)  -0.924
C (5.378, -0.547, -4.423)  -0.324
H (6.477, -1.751, -6.740)  0.336
H (7.473, -0.638, -7.709)  0.239
H (7.752, -0.774, -5.955)  0.337
H (4.432, 2.137, -6.238)  0.438
H (2.960, 2.456, -4.258)  0.482
H (1.863, -0.850, 1.085)  0.359
H (1.885, 0.790, 1.782)  0.417
H (-0.705, -0.953, -1.777)  0.220
H (0.756, -1.289, -0.838)  0.489
H (-0.097, -3.394, -1.171)  0.508
H (-0.687, -3.017, 0.465)  0.224
H (-2.724, -2.850, -0.384)  0.376
H (-2.654, -0.614, -0.674)  0.853
H (-2.182, 0.223, 2.743)  0.444
H (-3.800, -2.144, 3.471)  0.652
H (-1.161, -1.948, 4.094)  0.347
H (-2.308, -2.544, 5.304)  0.344
H (-1.198, -0.681, 6.448)  0.435
H (-1.318, 0.327, 4.999)  0.155
H (-3.592, -0.674, 6.759)  0.285
H (-3.291, 0.992, 6.261)  0.382
H (-4.216, 0.616, 4.120)  0.218
H (-5.029, -0.730, 4.911)  0.359
H (-0.923, 2.091, -0.545)  0.435
H (-1.789, 4.395, -0.390)  0.426
H (-5.296, 3.178, 1.287)  0.404
H (-4.617, 0.789, 1.223)  0.487
H (4.595, -1.069, -2.503)  0.429
H (6.046, -1.394, -4.447)  0.394

---

Please write out number 3 again, unchanged.
2 unconnected molecules or ions with the total composition C6H14N2O in a non-equilibrium geometry, computed with ωB97M-V/def2-TZVPD.

The value obtained for the frontier orbital gap is 9.888 eV. The charge is 0. As for the structure (SMILES): C=C(C)[C@H](N)O.[H]/N=C\C. The energy comes out at -11474.681 eV. As for the HOMO energy: -0.3293 Ha.

Each line ends with the Mulliken charge.
Geometry (Å):
C (-0.767, -0.331, 1.939)  -1.106
C (0.336, -0.426, 1.204)  0.800
C (1.676, 0.039, 1.689)  -1.187
C (0.417, -1.683, 0.069)  -0.528
N (1.537, -1.474, -0.761)  -0.311
O (-0.793, -1.762, -0.602)  -0.606
H (-1.706, -0.735, 1.589)  0.336
H (-0.804, 0.249, 2.850)  0.310
H (2.296, -0.812, 1.975)  0.315
H (2.209, 0.552, 0.888)  0.277
H (1.574, 0.702, 2.546)  0.394
H (0.527, -2.595, 0.661)  0.448
H (1.431, -0.679, -1.393)  0.232
H (2.046, -2.308, -1.017)  0.191
H (-0.954, -0.882, -1.015)  0.437
H (-0.333, 1.205, -3.106)  0.226
N (0.165, 0.984, -2.238)  -0.557
C (-0.488, 1.227, -1.186)  0.282
C (-1.844, 1.834, -1.034)  -1.080
H (0.035, 0.922, -0.147)  0.178
H (-1.804, 2.922, -1.183)  0.354
H (-2.567, 1.395, -1.716)  0.338
H (-2.191, 1.657, -0.012)  0.258